w.
113
Properties=species:S:1:pos:R:3:mulliken_charge:R:1 method="wB97M-V/def2-TZVPD" multiplicity=4 mol_weight_da=1083.90 homo_energy_ha="-0.3466 / -0.3620" homo_lumo_gap_ev="6.79 / 6.92" s_squared=3.7584 charge=+1
V 0.065 0.822 0.053 1.788
C 4.134 0.200 -1.794 -0.999
C 4.612 1.500 -1.832 -1.021
C 3.920 2.487 -1.155 -0.587
C 2.762 2.148 -0.471 0.843
N 2.283 0.891 -0.450 0.914
C 2.970 -0.054 -1.095 -0.379
C 1.973 3.121 0.319 -0.162
C 2.310 4.442 0.570 -0.776
C 1.499 5.170 1.427 -1.611
C 0.427 4.563 2.060 -0.335
C 0.157 3.239 1.761 -0.611
N 0.886 2.580 0.861 1.456
C -0.846 2.382 2.434 0.537
C -1.793 2.863 3.322 -0.477
C -2.613 1.957 3.973 -1.314
C -2.461 0.603 3.719 -1.057
C -1.519 0.208 2.788 -0.509
N -0.727 1.071 2.150 1.130
H 4.647 -0.607 -2.297 0.562
H 5.513 1.741 -2.379 0.474
H 4.266 3.509 -1.170 0.481
H 2.555 -1.051 -1.044 0.289
H 3.182 4.896 0.124 0.548
H 1.723 6.209 1.627 0.465
H -0.180 5.114 2.762 0.509
H -1.908 3.925 3.477 0.508
H -3.366 2.307 4.666 0.452
H -3.074 -0.139 4.209 0.615
H -1.405 -0.837 2.522 0.545
N -0.638 -1.547 -2.292 0.032
C -0.036 -0.470 -2.856 -0.256
N 0.097 0.671 -2.245 0.905
C 0.684 1.617 -3.085 -1.141
C 0.821 2.972 -2.803 0.898
C 1.430 3.785 -3.742 -1.524
C 1.899 3.268 -4.951 -0.916
C 1.733 1.927 -5.259 -0.431
C 1.110 1.119 -4.320 0.648
S 0.663 -0.563 -4.452 -0.286
H -1.350 -1.307 -1.613 -0.143
H -0.854 -2.326 -2.892 0.323
H 0.408 3.386 -1.889 0.404
H 1.525 4.844 -3.540 0.560
H 2.371 3.923 -5.670 0.439
H 2.060 1.530 -6.210 0.459
N -5.929 4.544 -5.089 -0.543
C -5.056 4.456 -4.024 1.052
C -5.458 4.836 -2.741 -0.840
C -4.598 4.703 -1.667 -0.228
C -3.325 4.188 -1.863 -0.598
C -2.909 3.806 -3.135 -0.330
C -3.767 3.934 -4.205 -0.914
S -2.214 4.036 -0.512 1.504
O -2.937 4.386 0.690 -0.666
O -1.005 4.767 -0.805 -0.792
N -1.764 2.489 -0.494 0.396
C -2.628 1.496 -0.283 -0.235
S -4.342 1.546 0.015 -0.117
C -4.342 -0.167 0.271 -0.614
C -3.097 -0.658 0.140 -0.614
N -2.125 0.261 -0.196 0.324
H -6.712 5.167 -4.985 0.227
H -5.524 4.553 -6.010 0.229
H -6.454 5.234 -2.589 0.311
H -4.904 4.996 -0.673 0.531
H -1.912 3.407 -3.281 0.249
H -3.448 3.632 -5.195 0.323
H -5.248 -0.702 0.500 0.487
H -2.825 -1.692 0.287 0.225
C 2.110 -3.630 -2.187 -0.416
C 1.691 -4.787 -1.317 0.401
C 1.865 -6.077 -1.823 -0.629
C 1.510 -7.195 -1.092 -0.756
C 0.964 -7.043 0.176 -0.954
C 0.790 -5.771 0.692 -0.420
C 1.151 -4.633 -0.037 0.470
Sb 0.936 -2.712 0.904 1.220
C 2.670 -2.863 2.169 0.479
C 3.367 -4.066 2.257 -0.841
C 4.531 -4.165 3.006 -0.981
C 5.015 -3.049 3.668 -0.809
C 4.332 -1.846 3.578 -0.636
C 3.161 -1.730 2.835 0.642
C 2.433 -0.411 2.821 -0.322
C -0.758 -3.335 2.093 0.357
C -1.801 -3.800 1.282 -1.238
C -3.033 -4.150 1.804 -0.558
C -3.248 -4.027 3.171 -0.829
C -2.224 -3.578 3.983 -0.534
C -0.969 -3.232 3.471 1.099
C 0.077 -2.763 4.447 -1.462
H 3.197 -3.528 -2.205 0.435
H 1.677 -2.691 -1.847 -1.178
H 1.783 -3.786 -3.217 0.527
H 2.283 -6.197 -2.816 0.442
H 1.655 -8.182 -1.509 0.407
H 0.679 -7.908 0.759 0.458
H 0.368 -5.661 1.684 0.568
H 3.006 -4.942 1.734 0.434
H 5.056 -5.110 3.066 0.471
H 5.923 -3.111 4.253 0.393
H 4.713 -0.974 4.098 0.451
H 3.070 0.386 3.205 0.543
H 1.537 -0.447 3.446 0.105
H 2.113 -0.130 1.816 -0.663
H -1.640 -3.912 0.213 0.511
H -3.816 -4.519 1.154 0.500
H -4.205 -4.293 3.601 0.430
H -2.384 -3.502 5.052 0.486
H -0.185 -1.784 4.858 0.234
H 1.062 -2.697 3.996 0.003
H 0.146 -3.454 5.288 0.547

x.
113
Properties=species:S:1:pos:R:3:mulliken_charge:R:1 method="wB97M-V/def2-TZVPD" multiplicity=4 mol_weight_da=1083.90 homo_energy_ha="-0.3370 / -0.3740" homo_lumo_gap_ev="6.36 / 6.91" s_squared=3.7741 charge=+1
V -1.052 -0.154 0.178 0.492
C -1.796 2.354 -3.269 -1.067
C -2.450 3.418 -2.661 -1.018
C -2.439 3.513 -1.282 -0.948
C -1.778 2.534 -0.551 1.079
N -1.159 1.489 -1.140 1.035
C -1.172 1.414 -2.472 -0.185
C -1.615 2.519 0.903 -0.664
C -1.903 3.534 1.797 -0.443
C -1.511 3.386 3.123 -1.509
C -0.792 2.262 3.508 -0.827
C -0.554 1.273 2.571 0.164
N -1.023 1.380 1.309 1.607
C 0.285 0.085 2.692 1.221
C 0.902 -0.373 3.846 -0.882
C 1.750 -1.464 3.774 -1.397
C 1.961 -2.060 2.538 -1.396
C 1.287 -1.563 1.439 -0.243
N 0.455 -0.522 1.490 1.283
H -1.789 2.242 -4.344 0.573
H -2.966 4.160 -3.257 0.480
H -2.955 4.315 -0.772 0.504
H -0.674 0.557 -2.906 0.368
H -2.412 4.433 1.481 0.543
H -1.715 4.169 3.839 0.512
H -0.427 2.166 4.520 0.562
H 0.697 0.111 4.791 0.552
H 2.250 -1.834 4.659 0.528
H 2.623 -2.907 2.422 0.609
H 1.414 -2.032 0.481 0.589
N -0.616 -3.650 0.279 0.020
C -1.273 -3.125 1.328 -0.195
N -1.730 -1.905 1.400 1.065
C -2.319 -1.670 2.647 -0.795
C -2.999 -0.524 3.051 -0.133
C -3.471 -0.443 4.350 -0.989
C -3.292 -1.483 5.257 -0.761
C -2.674 -2.655 4.857 -0.498
C -2.205 -2.733 3.557 0.713
S -1.426 -4.086 2.783 -0.350
H -0.580 -3.140 -0.598 -0.294
H -0.436 -4.638 0.270 0.304
H -3.213 0.257 2.339 0.451
H -4.008 0.443 4.662 0.480
H -3.660 -1.394 6.270 0.430
H -2.568 -3.495 5.531 0.464
N -6.591 0.415 -5.706 -0.478
C -6.090 0.174 -4.461 1.121
C -6.173 -1.100 -3.881 -0.741
C -5.557 -1.368 -2.678 -0.584
C -4.850 -0.366 -2.025 -0.656
C -4.837 0.923 -2.540 -0.809
C -5.446 1.197 -3.743 -0.888
S -3.843 -0.686 -0.616 1.958
O -3.700 0.545 0.139 -0.769
O -4.320 -1.847 0.079 -0.832
N -2.305 -0.935 -1.138 0.073
C -1.863 -1.790 -2.069 0.581
S -2.856 -2.733 -3.178 -0.148
C -1.412 -3.332 -3.926 -0.704
C -0.327 -2.819 -3.316 -0.900
N -0.572 -1.969 -2.261 0.364
H -7.159 -0.274 -6.164 0.200
H -6.652 1.358 -6.041 0.200
H -6.721 -1.880 -4.396 0.322
H -5.630 -2.353 -2.235 0.588
H -4.362 1.704 -1.966 0.711
H -5.432 2.201 -4.151 0.310
H -1.455 -4.019 -4.754 0.494
H 0.696 -3.010 -3.611 0.331
C 1.358 0.814 -4.811 -0.836
C 2.768 0.283 -4.808 0.704
C 3.473 0.194 -6.006 -0.823
C 4.768 -0.296 -6.045 -0.724
C 5.376 -0.717 -4.873 -1.086
C 4.685 -0.631 -3.674 0.205
C 3.388 -0.129 -3.626 -0.103
Sb 2.451 0.099 -1.666 0.487
C 3.753 1.765 -1.127 -0.418
C 4.405 2.466 -2.137 -0.767
C 5.204 3.563 -1.841 -0.865
C 5.368 3.957 -0.524 -0.803
C 4.702 3.275 0.483 -0.742
C 3.866 2.202 0.197 1.441
C 3.093 1.534 1.300 -0.615
C 3.519 -1.703 -0.990 0.691
C 2.756 -2.839 -1.278 -0.186
C 3.188 -4.114 -0.959 -0.660
C 4.422 -4.277 -0.346 -0.971
C 5.198 -3.163 -0.082 -0.769
C 4.770 -1.867 -0.388 1.035
C 5.705 -0.735 -0.050 -1.668
H 1.093 1.205 -5.792 0.442
H 1.244 1.615 -4.077 0.147
H 0.657 0.011 -4.566 0.104
H 2.998 0.520 -6.924 0.401
H 5.302 -0.345 -6.985 0.382
H 6.386 -1.105 -4.885 0.486
H 5.174 -0.955 -2.767 0.276
H 4.298 2.156 -3.168 0.372
H 5.702 4.098 -2.640 0.474
H 6.000 4.803 -0.284 0.377
H 4.826 3.585 1.514 0.433
H 3.368 1.947 2.270 0.535
H 3.275 0.455 1.323 -0.066
H 2.021 1.695 1.151 -0.189
H 1.796 -2.715 -1.765 0.176
H 2.570 -4.972 -1.193 0.537
H 4.778 -5.264 -0.082 0.386
H 6.177 -3.288 0.367 0.469
H 5.753 -0.590 1.032 0.420
H 5.401 0.198 -0.511 -0.015
H 6.715 -0.975 -0.385 0.552

w is favored, and the nearest alternative lies 92.6 kJ/mol above it.

w.
12
Properties=species:S:1:pos:R:3:mulliken_charge:R:1 method="wB97M-V/def2-TZVPD" mol_weight_da=108.54 homo_energy_ha=-0.3432 homo_lumo_gap_ev=10.14 charge=0 smiles="C=C(F)[C@@H](C)Cl"
C 1.762 0.094 -1.097 -0.762
C 0.449 -0.288 -0.599 0.128
F 0.289 -1.601 -0.325 -0.269
C -0.922 0.263 -0.154 0.263
C -0.756 -0.094 1.284 -0.741
Cl -1.382 1.759 -0.896 -0.159
H 1.734 1.280 -1.315 0.176
H 2.462 -0.668 -1.453 0.302
H -1.496 -0.573 -0.360 0.340
H -1.919 -0.365 1.717 0.241
H -0.482 1.069 1.627 0.210
H 0.260 -0.878 1.572 0.270

x.
12
Properties=species:S:1:pos:R:3:mulliken_charge:R:1 method="wB97M-V/def2-TZVPD" mol_weight_da=108.54 homo_energy_ha=-0.3569 homo_lumo_gap_ev=10.69 charge=0 smiles=C[C@@H]1C[C@@]1(F)Cl
C -1.310 0.413 -0.579 -1.197
C 0.003 -0.328 -0.460 -0.040
C 0.390 -0.813 0.941 -0.765
C 1.126 0.404 0.313 0.630
F 0.807 1.692 0.548 -0.266
Cl 2.786 0.161 -0.325 -0.201
H -1.280 1.259 -1.340 0.277
H -2.041 -0.379 -0.897 0.343
H -1.654 0.801 0.388 0.289
H 0.435 -0.782 -1.331 0.401
H -0.376 -0.806 1.733 0.255
H 1.114 -1.622 1.009 0.275

y.
12
Properties=species:S:1:pos:R:3:mulliken_charge:R:1 method="wB97M-V/def2-TZVPD" mol_weight_da=108.54 homo_energy_ha=-0.3781 homo_lumo_gap_ev=11.27 charge=0 smiles="C=C[C@@H](F)CCl"
C 1.634 -1.008 -0.153 -0.780
C 0.608 -0.357 -0.721 -0.046
C -0.047 0.729 -0.004 0.164
F -0.212 1.830 -0.807 -0.320
C -1.420 0.390 0.584 -0.491
Cl -2.415 -0.540 -0.522 -0.189
H 2.135 -1.795 -0.703 0.264
H 2.021 -0.715 0.801 0.242
H 0.279 -0.522 -1.748 0.328
H 0.517 0.923 0.969 0.190
H -1.860 1.321 0.879 0.348
H -1.240 -0.257 1.427 0.290

y is favored, and the nearest alternative lies 48.4 kJ/mol above it.